## 1
Formula: C5H13N3O2
Source: the OMol25 dataset
Level of theory: the ωB97M-V functional and the def2-TZVPD basis

Last column: Mulliken charge in e.
Element x y z (Å)
C1 1.84 -2.76 0.34  -1.0557
C2 0.79 -1.92 -0.42  -0.6190
N1 -0.20 -0.91 0.11  -0.3548
C3 -1.35 -1.37 0.37  0.4139
N2 -2.05 -2.59 0.09  -0.5014
N3 -2.31 -0.45 0.95  -0.5195
H1 1.79 -3.82 0.23  0.3255
H2 1.57 -2.71 1.38  0.3506
H3 2.87 -2.34 0.36  0.2798
H4 1.34 -1.27 -1.15  0.3384
H5 0.31 -2.57 -1.22  0.3081
H6 -1.50 -3.28 -0.42  0.2401
H7 -2.42 -3.03 0.89  0.2437
H8 -2.28 -0.42 2.02  0.2332
H9 -3.28 -0.77 0.82  0.3181
C4 0.80 3.95 -0.72  -0.9977
C5 0.94 2.47 -0.42  0.6954
O1 1.75 1.70 -0.86  -0.5447
O2 -0.09 2.13 0.38  -0.4863
H10 0.78 4.40 0.25  0.3015
H11 -0.19 4.20 -1.08  0.2779
H12 1.54 4.00 -1.52  0.3118
H13 -0.44 1.14 0.23  0.4411

Summary:
SMILES string   CCN=C(N)N.CC(=O)O
Net charge   0
Kohn-Sham gap   10.24 eV
E_HOMO   -9.7 eV


## 2
Formula: C5H13N3O2
Source: the OMol25 dataset
Level of theory: the ωB97M-V functional and the def2-TZVPD basis

Last column: Mulliken charge in e.
Element x y z (Å)
C1 -1.90 -0.05 3.07  -1.1637
C2 -2.05 1.35 2.35  -0.2267
N1 -1.53 1.18 0.93  -0.5069
C3 -1.95 1.09 -0.27  0.3536
N2 -3.27 0.92 -0.92  -0.5460
N3 -0.87 1.01 -1.23  -0.4420
H1 -2.58 -0.52 3.61  0.4209
H2 -1.11 -0.23 3.66  0.3956
H3 -1.45 -0.78 2.24  0.2234
H4 -3.04 1.65 2.24  0.3121
H5 -1.24 1.97 3.02  0.1950
H6 -3.76 1.63 -0.39  0.2769
H7 -3.48 -0.12 -0.96  0.2802
H8 -0.12 1.82 -1.15  0.2332
H9 -1.01 0.66 -2.15  0.2078
C4 4.54 -1.67 -1.77  -0.7592
C5 3.20 -1.00 -1.87  0.5602
O1 3.09 0.16 -2.07  -0.4552
O2 2.21 -2.01 -1.80  -0.4440
H10 5.23 -1.48 -2.70  0.2424
H11 4.34 -2.81 -1.66  0.2545
H12 5.09 -1.14 -1.03  0.2666
H13 1.66 -1.62 -1.15  0.3215

Summary:
SMILES string   CCN=C(N)N.CC(=O)O
Net charge   0
Kohn-Sham gap   9.24 eV
E_HOMO   -8.6 eV


## 3
Formula: C5H13N3O2
Source: the OMol25 dataset
Level of theory: the ωB97M-V functional and the def2-TZVPD basis

Last column: Mulliken charge in e.
Element x y z (Å)
C1 1.56 0.95 2.08  -1.1021
C2 0.08 0.58 1.77  -0.5523
N1 0.16 -0.28 0.69  -0.3703
C3 0.14 -1.54 0.68  0.5468
N2 0.01 -2.28 1.87  -0.5038
N3 0.09 -2.39 -0.42  -0.5304
H1 2.24 0.07 2.17  0.2555
H2 1.53 1.43 2.98  0.3740
H3 1.88 1.45 1.27  0.4151
H4 -0.38 -0.02 2.68  0.2835
H5 -0.53 1.55 1.57  0.2374
H6 0.37 -1.68 2.72  0.2355
H7 0.38 -3.30 1.80  0.2593
H8 -0.27 -1.89 -1.25  0.2508
H9 0.94 -2.88 -0.54  0.2355
C4 -0.32 1.98 -2.55  -1.3432
C5 -1.12 0.53 -2.56  0.8021
O1 -0.76 -0.56 -2.89  -0.6095
O2 -2.38 0.87 -2.22  -0.4466
H10 0.66 2.09 -2.93  0.3816
H11 -0.38 2.55 -1.70  0.3714
H12 -0.90 2.64 -3.04  0.4658
H13 -2.98 0.12 -2.15  0.3440

Summary:
SMILES string   CCN=C(N)N.CC(=O)O
Net charge   0
Kohn-Sham gap   9.39 eV
E_HOMO   -8.6 eV


Going by the energies, 1 is most stable and the next is 0.0149 hartree up.


## 1
Formula: C3H4OS2
Source: the OMol25 dataset
Level of theory: the ωB97M-V functional and the def2-TZVPD basis

Last column: Mulliken charge in e.
Element x y z (Å)
O1 0.00 1.16 -1.15  -0.5081
C1 0.00 0.56 0.10  0.2277
C2 1.21 -0.32 0.38  -0.3161
S1 2.21 -0.87 -0.76  -0.1947
C3 -1.21 -0.32 0.37  -0.3117
S2 -2.22 -0.87 -0.76  -0.1966
H1 0.00 0.48 -1.83  0.3568
H2 -0.03 1.35 0.82  0.3167
H3 1.37 -0.59 1.41  0.3200
H4 -1.35 -0.58 1.42  0.3061

Summary:
SMILES string   OC(C=S)C=S
Net charge   0
Kohn-Sham gap   8.06 eV
E_HOMO   -9.1 eV


## 2
Formula: C3H4OS2
Source: the OMol25 dataset
Level of theory: the ωB97M-V functional and the def2-TZVPD basis

Last column: Mulliken charge in e.
Element x y z (Å)
C1 -0.36 0.26 -1.92  -0.2591
C2 -0.39 0.97 -0.74  -0.3318
C3 0.36 -1.17 1.27  0.0626
O1 0.41 -1.52 2.52  -0.3979
S1 -0.14 -1.40 -2.16  -0.3804
S2 -0.35 0.38 0.92  0.0289
H1 -0.55 0.60 -2.94  0.2962
H2 -0.78 1.91 -0.60  0.3597
H3 0.25 -1.85 0.40  0.2566
H4 0.62 -0.94 3.23  0.3652

Summary:
Net charge   0
Kohn-Sham gap (spin up / spin down)   6.21 / 6.85 eV
E_HOMO (spin up / spin down)   -7.6 / -7.7 eV


## 3
Formula: C3H4OS2
Source: the OMol25 dataset
Level of theory: the ωB97M-V functional and the def2-TZVPD basis

Last column: Mulliken charge in e.
Element x y z (Å)
O1 -0.65 2.40 0.50  -0.5304
C1 -0.37 1.26 0.16  0.3951
C2 0.78 0.49 0.77  -0.4263
S1 1.28 -0.85 -0.31  -0.0967
C3 -0.39 -1.21 -0.84  -0.5334
S2 -1.35 0.33 -0.99  -0.0963
H1 0.43 0.10 1.73  0.2754
H2 1.64 1.13 0.97  0.3468
H3 -0.94 -1.89 -0.18  0.3353
H4 -0.43 -1.76 -1.81  0.3306

Summary:
SMILES string   O=C1CSCS1
Net charge   0
Kohn-Sham gap   9.83 eV
E_HOMO   -9.3 eV


Going by the energies, 3 is most stable and the next is 0.0605 hartree up.